C41H53N10O | ωB97M-V/def2-TZVPD

Calculated values
Gap between HOMO and LUMO = 8.5 eV
DFT total energy = -60313.1678 eV
Net charge = -1
Spin multiplicity = 1
Relative energy (zero: lowest compared OMol25 entry of this formula, charge and spin) = 532.34 kJ/mol

Each line ends with the Löwdin charge.
Element x y z (Å)
1 C 63.141 35.237 35.885  -0.073
2 H 59.732 38.133 42.209  0.087
3 H 59.170 33.468 38.532  0.104
4 C 61.403 39.485 42.732  -0.105
5 H 57.463 39.883 36.116  0.113
6 H 62.568 36.484 33.982  0.128
7 H 60.404 36.275 37.775  0.175
8 C 55.838 39.108 38.387  -0.147
9 H 58.714 37.373 37.845  0.020
10 H 59.325 29.180 39.579  0.073
11 C 64.914 38.281 37.575  -0.109
12 H 62.273 38.264 39.412  0.058
13 C 60.149 34.517 42.276  -0.173
14 C 55.714 35.519 35.580  -0.015
15 C 62.342 35.061 37.025  -0.190
16 H 60.060 35.562 40.477  0.085
17 H 63.380 33.945 42.547  0.034
18 H 55.693 35.410 41.111  0.074
19 H 61.338 36.478 42.213  0.044
20 H 57.798 36.939 40.697  0.133
21 H 59.837 41.324 35.410  0.044
22 H 61.156 30.858 41.176  0.083
23 C 61.103 33.898 42.973  -0.056
24 C 58.757 31.258 38.916  -0.129
25 H 58.911 38.743 32.004  0.098
26 H 56.874 38.599 38.291  0.111
27 H 62.921 39.509 37.458  0.109
28 C 57.818 39.414 35.159  -0.189
29 N 55.167 38.973 39.662  0.004
30 H 55.614 38.519 40.468  0.067
31 C 56.975 34.707 35.067  -0.059
32 H 60.179 37.880 38.860  0.069
33 C 60.745 38.383 42.454  -0.142
34 H 59.111 34.575 42.460  0.108
35 N 63.600 37.784 37.888  0.021
36 C 61.192 36.547 35.868  -0.251
37 H 62.784 35.175 40.182  0.149
38 H 62.856 37.196 37.446  0.102
39 H 54.675 35.389 35.295  0.079
40 H 66.173 39.735 38.398  0.065
41 C 64.105 39.299 39.422  -0.079
42 C 62.209 36.120 35.069  -0.106
43 C 53.846 39.399 39.580  -0.177
44 C 61.177 40.143 36.541  -0.234
45 H 55.515 36.315 37.551  0.130
46 H 58.097 30.863 38.085  0.092
47 H 60.685 33.142 40.406  0.042
48 N 56.987 37.135 41.386  -0.022
49 N 57.910 38.021 35.068  0.019
50 C 58.066 34.893 35.887  -0.214
51 C 65.238 39.281 38.438  -0.075
52 C 60.377 31.043 40.479  -0.116
53 H 57.678 39.073 41.853  0.140
54 C 63.172 38.387 39.031  -0.199
55 H 62.279 34.512 37.956  0.093
56 C 62.113 34.787 41.061  -0.184
57 N 60.247 32.360 40.034  0.006
58 H 57.059 34.286 34.146  0.036
59 H 64.079 41.789 36.340  0.107
60 H 53.194 39.271 40.494  0.120
61 H 58.248 35.847 37.762  0.110
62 C 55.924 38.229 42.893  -0.035
63 H 58.988 34.506 35.802  0.085
64 N 62.439 40.304 36.869  0.016
65 C 56.959 38.249 42.042  -0.264
66 C 63.010 41.452 36.141  -0.095
67 H 58.865 36.771 33.636  0.095
68 C 62.867 37.671 42.836  -0.113
69 C 62.798 39.088 43.055  -0.066
70 H 57.885 40.976 33.577  0.112
71 H 54.306 36.652 42.717  0.013
72 C 58.427 37.730 33.790  -0.214
73 N 61.218 35.875 37.000  -0.037
74 C 59.365 32.497 39.021  -0.138
75 C 54.936 39.655 37.597  -0.152
76 H 65.414 38.172 36.642  0.098
77 C 56.264 35.838 36.819  -0.169
78 C 59.574 30.240 39.640  -0.090
79 N 60.727 34.972 41.092  -0.068
80 C 59.138 37.473 38.812  -0.223
81 H 58.559 37.912 39.632  0.046
82 O 59.261 36.088 39.241  -0.439
83 H 52.455 40.166 38.066  0.121
84 H 61.175 33.439 44.007  0.101
85 C 58.023 39.893 33.937  -0.128
86 C 58.625 38.793 33.069  -0.088
87 H 63.878 39.966 40.314  0.109
88 H 60.628 39.336 36.993  0.099
89 H 62.102 42.910 34.876  0.085
90 H 63.935 34.449 35.900  0.099
91 H 63.701 37.094 42.958  0.080
92 C 61.901 42.048 35.547  -0.092
93 H 57.703 37.217 35.863  0.143
94 H 60.252 37.235 35.764  0.131
95 N 57.649 35.564 36.892  -0.041
96 C 55.180 36.928 42.474  -0.058
97 N 61.617 37.328 42.589  0.019
98 H 63.647 39.693 43.314  0.066
99 C 60.780 41.079 35.752  -0.120
100 C 53.568 39.766 38.272  -0.098
101 C 55.870 36.294 41.520  -0.071
102 H 55.096 39.818 36.481  0.100
103 H 61.002 40.440 42.698  0.066
104 H 55.525 38.795 43.718  0.081
105 C 62.472 34.132 42.177  -0.053